No. 1
A structure of composition C23H31CrN4O2S, computed with wB97M-V/def2-TZVPD.

Calculated values
lowest unoccupied orbital energy (alpha / beta) = -0.2412 / -0.2197 hartree
largest force on an atom = 0.3 eV/Å
gap between HOMO and LUMO (alpha / beta) = 6.17 / 6.86 eV
spin multiplicity = 4
<S²> = 3.79
HOMO level (alpha / beta) = -12.733 / -12.834 eV
energy = -73652.5279 eV
charge = +2

Geometry as XYZ:
```
62
C23H31CrN4O2S wB97M-V/def2-TZVPD
Cr 0.1124 -0.0493 -0.1726
C -0.2947 0.8350 2.5168
N -1.0822 0.7476 1.2515
C -2.3025 -0.1374 1.3358
C -1.9891 -1.5881 0.9485
C -3.2359 -2.3276 0.5769
C -3.1978 -3.2670 -0.3749
C -2.0079 -3.4847 -1.1680
C -1.0260 -2.5747 -1.0639
N -1.0716 -1.5300 -0.1634
C -1.4762 2.0992 0.7530
C -1.8282 1.9925 -0.7104
C -2.7581 2.8061 -1.3261
C -3.0347 2.6042 -2.6699
C -2.3966 1.5767 -3.3491
C -1.4839 0.8013 -2.6669
N -1.1834 1.0222 -1.3811
C 0.7066 -0.2851 2.6117
C 1.1728 -0.7641 3.8198
C 2.0577 -1.8272 3.8183
C 2.4339 -2.3981 2.6091
C 1.9330 -1.8587 1.4472
N 1.1184 -0.7935 1.4432
H -0.9660 0.8291 3.3762
H 0.2349 1.7897 2.5167
H -3.0247 0.2645 0.6266
H -2.7224 -0.0708 2.3417
H -4.1511 -2.1056 1.1123
H -4.0896 -3.8394 -0.5979
H -1.9460 -4.2833 -1.8906
H -0.1639 -2.6056 -1.7263
H -0.6391 2.7858 0.8918
H -2.3220 2.4799 1.3289
H -3.2709 3.5697 -0.7568
H -3.7617 3.2259 -3.1751
H -2.6135 1.3652 -4.3863
H -0.9910 -0.0376 -3.1420
H 0.8255 -0.3263 4.7460
H 2.4313 -2.2265 4.7518
H 3.0881 -3.2568 2.5683
H 2.1600 -2.3017 0.4846
C -1.9866 -2.8400 3.0825
O -1.2597 -2.1771 2.0489
H -1.7468 -3.9025 3.0665
H -3.0651 -2.7351 2.9747
H -1.6896 -2.4197 4.0447
C 1.5956 1.6119 -3.9898
C 2.7523 1.0490 -3.1882
S 2.2456 0.1304 -1.7324
O 1.7204 1.1645 -0.7115
C 3.8519 -0.4383 -1.1642
C 4.2610 -1.7308 -1.8588
H 1.9991 2.2183 -4.7997
H 0.9641 2.2555 -3.3781
H 0.9935 0.8215 -4.4364
H 3.3884 1.8301 -2.7626
H 3.3695 0.3551 -3.7620
H 3.7329 -0.5492 -0.0868
H 4.5494 0.3804 -1.3480
H 3.5103 -2.5142 -1.7471
H 5.1897 -2.0883 -1.4173
H 4.4436 -1.5841 -2.9227
```

Results of the Mulliken charge analysis, in e, for atoms 1 through 4: number 1, Cr, carries -0.45; number 2, C, carries -0.89; number 3, N, carries 0.56; number 4, C, carries -1.84


No. 2
A structure of composition C23H31MnN8 in a non-equilibrium geometry, computed with wB97M-V/def2-TZVPD.

Calculated values
lowest unoccupied orbital energy (alpha / beta) = -0.1495 / -0.1484 hartree
largest force on an atom = 3.0 eV/Å
gap between HOMO and LUMO (alpha / beta) = 5.11 / 5.32 eV
spin multiplicity = 6
<S²> = 8.81
HOMO level (alpha / beta) = -9.175 / -9.353 eV
energy = -67589.8475 eV
charge = +1

Geometry as XYZ:
```
63
C23H31MnN8 wB97M-V/def2-TZVPD
Mn -0.3036 -0.2106 -0.2029
N -2.3481 -0.5955 1.0399
C -3.5061 0.3636 0.8344
C -3.0903 1.6795 0.2078
N -2.2291 1.4353 -0.9835
C -3.0004 0.8226 -2.0635
C -2.1630 -0.1887 -2.9371
N -1.4101 -1.0964 -2.0563
C -1.6431 2.7467 -1.3707
C -0.4319 3.0615 -0.4499
N 0.4403 1.8897 -0.0561
H -2.7428 -1.5153 1.1978
H -1.9900 -0.3382 1.9569
H -3.9325 0.5638 1.8361
H -4.2876 -0.0885 0.2225
H -2.5073 2.3241 0.9127
H -3.9993 2.2068 -0.0795
H -3.4747 1.5757 -2.7038
H -3.8598 0.2182 -1.6458
H -1.4254 0.3181 -3.5839
H -2.8950 -0.7097 -3.5892
H -0.6937 -1.5777 -2.6222
H -2.0546 -1.8169 -1.6768
H -2.3739 3.5625 -1.2916
H -1.3223 2.7316 -2.3971
H -0.7558 3.5059 0.5108
H 0.1142 3.8751 -0.9787
H 0.7100 2.0293 0.9154
H 1.3195 1.9136 -0.5747
C 1.5684 1.7569 5.1505
C 2.4460 0.7359 4.7102
C 2.1688 0.0607 3.5277
C 0.9875 0.2579 2.7888
C 0.1475 1.3388 3.2316
C 0.4458 2.0803 4.3574
N 0.6390 -0.5735 1.7696
C 1.0921 -1.8718 1.7263
C 1.2922 -2.6531 2.8931
C 1.5417 -4.0202 2.7003
C 1.7800 -4.6094 1.4433
C 1.7500 -3.7563 0.3281
C 1.3990 -2.4353 0.4764
N 1.2421 -1.6089 -0.6159
N 1.7906 -1.9991 -1.7275
C 1.9060 -1.0694 -2.6992
C 2.2754 -1.5372 -4.0182
C 2.5590 -0.6311 -5.0217
C 2.4273 0.7676 -4.7239
C 1.8589 1.0796 -3.4835
N 1.6688 0.2262 -2.4469
H 1.7135 2.2092 6.1099
H 3.3754 0.4549 5.2242
H 2.8952 -0.6703 3.1650
H -0.7778 1.4740 2.6974
H -0.2818 2.8610 4.6788
H 1.0427 -2.2695 3.9052
H 1.5997 -4.6082 3.5786
H 2.0430 -5.6719 1.4004
H 2.0257 -4.0337 -0.6923
H 2.2963 -2.6636 -4.1261
H 2.6840 -0.9698 -6.0437
H 2.6591 1.5083 -5.4426
H 1.5954 2.1550 -3.1925
```

Results of the Mulliken charge analysis, in e, for atoms 1 through 4: number 1, Mn, carries 0.97; number 2, N, carries -0.47; number 3, C, carries -1.09; number 4, C, carries -0.85


No. 3
An isolated molecule of C23H31N3O3 in a non-equilibrium geometry, computed with wB97M-V/def2-TZVPD.

Calculated values
lowest unoccupied orbital energy = 0.0282 hartree
energy relative to the best compared isomer or geometry (same formula, charge and spin) = 47.84 kcal per mole
largest force on an atom = 1.2 eV/Å
gap between HOMO and LUMO = 8.68 eV
spin multiplicity = 1
HOMO level = -7.910 eV
energy = -34967.8774 eV
structure (SMILES) = Cc1ccccc1-c1nc(CN2CCC(C(=O)NC[C@@H]3CCCO3)CC2)c(C)o1

Geometry as XYZ:
```
60
C23H31N3O3 wB97M-V/def2-TZVPD
C -3.7130 -2.7830 0.0372
C -4.8914 -1.9004 0.2798
C -6.0999 -2.4485 0.6879
C -7.2133 -1.6620 0.9236
C -7.1355 -0.2896 0.7520
C -5.9463 0.2795 0.3470
C -4.8183 -0.5090 0.1072
C -3.6005 0.1498 -0.3155
N -2.4458 -0.3873 -0.5944
C -1.6247 0.6459 -0.9436
C -0.2062 0.4278 -1.3472
N 0.6687 1.4398 -0.7797
C 0.7537 1.3237 0.6667
C 1.5178 2.5058 1.2516
C 2.9378 2.5425 0.6761
C 3.7359 1.3921 1.2942
O 3.6330 1.1148 2.4727
N 4.6209 0.7611 0.4851
C 5.2472 -0.4741 0.8917
C 4.4247 -1.6746 0.3961
C 5.0822 -3.0254 0.7217
C 4.9512 -3.8030 -0.5881
C 4.9916 -2.6718 -1.6124
O 4.2729 -1.6089 -1.0215
C 2.8283 2.5637 -0.8486
C 1.9960 1.3913 -1.3665
C -2.3334 1.8121 -0.8586
C -1.9607 3.2248 -1.1051
O -3.5905 1.4974 -0.4577
H -2.8859 -2.4904 0.6802
H -3.9668 -3.8240 0.2227
H -3.3631 -2.6705 -0.9866
H -6.1684 -3.5186 0.8243
H -8.1394 -2.1185 1.2405
H -7.9990 0.3328 0.9338
H -5.8742 1.3479 0.2101
H -0.1325 0.4938 -2.4386
H 0.0833 -0.5943 -1.0501
H -0.2620 1.3063 1.0673
H 1.2523 0.3833 0.9631
H 0.9960 3.4310 1.0038
H 1.5682 2.4041 2.3356
H 3.4358 3.4593 1.0158
H 4.5522 0.8827 -0.5123
H 6.2567 -0.5128 0.4730
H 5.2935 -0.4828 1.9822
H 3.4175 -1.5999 0.8262
H 4.5954 -3.5210 1.5576
H 6.1336 -2.8738 0.9706
H 5.7465 -4.5294 -0.7354
H 3.9877 -4.3109 -0.6352
H 4.5059 -2.9138 -2.5587
H 6.0301 -2.3664 -1.8103
H 3.8091 2.5781 -1.3286
H 2.3173 3.4877 -1.1299
H 1.8913 1.4763 -2.4526
H 2.4948 0.4295 -1.1510
H -0.8853 3.2736 -1.2467
H -2.2506 3.8449 -0.2582
H -2.4666 3.6058 -1.9924
```

Results of the Mulliken charge analysis, in e, for atoms 1 through 4: number 1, C, carries -1.40; number 2, C, carries 0.86; number 3, C, carries -0.70; number 4, C, carries -0.62


Question: Look up the spin multiplicity of the third one.
Answer: 1


Question: What is the spin multiplicity in the second record?
Answer: 6